(1)
{
  "formula": "C19H33Cl2N2O4SSn",
  "method": "ωB97M-V/def2-TZVPD",
  "symbols": ["O", "C", "C", "C", "H", "C", "H", "C", "H", "C", "H", "C", "H", "H", "C", "C", "H", "H", "H", "C", "C", "H", "H", "H", "H", "Sn", "Cl", "Cl", "H", "H", "C", "C", "N", "H", "C", "O", "H", "H", "H", "H", "H", "H", "C", "C", "N", "H", "C", "O", "H", "H", "H", "H", "C", "S", "C", "O", "H", "H", "H", "H", "H", "H"],
  "xyz": [[0.32718, 0.09013, -2.04732], [-0.71949, 0.36208, -2.93341], [-0.45232, 1.68399, -3.65595], [0.32577, 2.68285, -3.07498], [0.71146, 2.53135, -2.05880], [0.60186, 3.86215, -3.77834], [1.25444, 4.60024, -3.31070], [0.03723, 4.06244, -5.03471], [0.23595, 4.98670, -5.57226], [-0.78032, 3.07464, -5.60636], [-1.23671, 3.22984, -6.58778], [-1.00297, 1.87791, -4.92865], [-1.62002, 1.07601, -5.34650], [-0.74630, -0.45193, -3.68692], [-2.77768, -1.06796, -2.12830], [-2.15592, 0.30516, -2.21337], [-3.86451, -1.02816, -2.28286], [-2.63743, -1.49394, -1.12410], [-2.33436, -1.75188, -2.86256], [-2.82605, 1.45682, -1.98813], [-4.26114, 1.57627, -1.58275], [-2.32299, 2.40845, -2.18171], [-4.89367, 2.01370, -2.37484], [-4.34776, 2.24288, -0.73091], [-4.69461, 0.60666, -1.31110], [-0.36780, 0.04890, 0.03206], [0.41661, 2.26821, 0.42247], [-2.54005, 0.27284, 1.01650], [4.80020, 1.32504, -2.67174], [4.97796, 1.68315, -0.16984], [3.71546, 1.42809, -2.53026], [3.88647, 1.63471, -0.05399], [3.33620, 0.93615, -1.21242], [3.19194, 0.84526, -3.28954], [2.54064, -0.12552, -1.08502], [1.91270, -0.41567, -0.02462], [3.63015, 1.10390, 0.86038], [2.45616, -0.75340, -1.98743], [3.44671, 2.48890, -2.63492], [3.49624, 2.66235, -0.02025], [-0.55570, -5.45601, 0.65296], [1.29247, -5.75238, -1.26879], [-1.06340, -4.85593, -0.11360], [0.72713, -5.00893, -1.84008], [-0.07637, -4.17325, -0.95260], [-1.71649, -4.12287, 0.36553], [0.14780, -2.87406, -0.87552], [-0.56527, -2.11432, -0.13659], [1.42166, -4.36504, -2.38483], [0.96549, -2.46668, -1.48439], [-1.64421, -5.53959, -0.74406], [0.08224, -5.53546, -2.55085], [0.40212, -1.93411, 4.30993], [-0.71419, -1.21211, 3.10909], [-1.20004, 0.21846, 4.07322], [0.25879, -0.64473, 2.02338], [-0.17969, -2.32013, 5.15846], [1.11473, -1.16281, 4.62696], [0.93152, -2.76058, 3.82410], [-0.31010, 0.76410, 4.41553], [-1.84469, 0.86292, 3.46556], [-1.76751, -0.17760, 4.92484]],
  "e_homo_ev": [-0.376, -0.377],
  "lumo_energy_ev": [2.33, 2.33],
  "total_charge": -1
}

(2)
{
  "formula": "C5H7NO",
  "method": "ωB97M-V/def2-TZVPD",
  "symbols": ["O", "C", "C", "C", "N", "C", "C", "H", "H", "H", "H", "H", "H", "H"],
  "xyz": [[1.60061, -0.49608, -1.10386], [0.48762, -0.06471, -0.36774], [-0.83561, -0.11197, -1.18766], [-1.95976, -0.36294, -0.24279], [-1.75901, -0.53226, 0.93866], [0.67521, 1.07952, 0.58385], [0.35295, -0.29419, 1.07504], [1.66536, -1.45416, -1.00103], [-1.01649, 0.80903, -1.75275], [-0.78707, -0.92469, -1.92395], [1.68624, 1.46009, 0.72563], [-0.09892, 1.85042, 0.59616], [-1.36228, -0.52951, 1.87581], [1.08116, -0.88053, 1.63332]],
  "e_homo_ev": [-7.604, -7.603],
  "lumo_energy_ev": [0.51, 0.51]
}

(3)
{
  "formula": "C38H51ClF4NO10S",
  "method": "ωB97M-V/def2-TZVPD",
  "symbols": ["C", "C", "C", "S", "O", "O", "C", "F", "F", "F", "C", "Cl", "C", "C", "O", "F", "C", "C", "C", "C", "C", "O", "O", "C", "C", "O", "C", "C", "C", "C", "C", "C", "N", "C", "C", "C", "C", "O", "C", "O", "C", "C", "C", "C", "C", "C", "C", "H", "H", "H", "H", "H", "H", "H", "H", "H", "H", "H", "H", "H", "H", "H", "H", "H", "H", "H", "H", "H", "H", "H", "H", "H", "H", "H", "H", "H", "H", "H", "H", "H", "H", "H", "C", "C", "C", "O", "H", "H", "H", "H", "H", "H", "H", "H", "C", "C", "C", "O", "H", "H", "H", "H", "H", "H", "H", "H"],
  "xyz": [[-1.69178, -2.98529, -0.56414], [-1.19604, -2.32556, 0.48115], [-0.71338, -0.91315, 0.59886], [-2.50547, -0.11564, 0.64929], [-2.45326, 1.31217, 0.71471], [-3.26660, -0.63061, -0.45773], [-3.45360, -0.88887, 2.12793], [-4.39743, -1.63923, 1.62490], [-2.70286, -1.60491, 2.94305], [-3.97399, 0.13530, 2.76515], [0.05753, -0.52207, 1.92823], [-0.85390, 0.57057, 3.05135], [0.78651, -1.54664, 2.84376], [0.15986, -2.86165, 3.22841], [-0.47432, -3.11029, 4.19344], [0.46669, -3.84471, 2.33144], [1.20038, 0.41912, 1.40902], [0.91660, 0.89470, -0.02930], [0.26809, 2.30149, -0.21659], [0.41308, 3.34272, 0.90108], [-0.85922, 3.70381, 1.64128], [-1.84812, 4.03985, 1.05753], [-0.81888, 3.74626, 2.98863], [2.33061, 1.08428, -0.65745], [3.16898, 2.17329, 0.03424], [3.17185, 3.27101, -0.46584], [3.93337, 1.94188, 1.29366], [3.89595, 2.96231, 2.24069], [4.58823, 2.84422, 3.43511], [5.32071, 1.69303, 3.69973], [5.37168, 0.68098, 2.75343], [4.69261, 0.80276, 1.55241], [0.13097, -0.34915, -0.54801], [-0.77739, 0.05413, -1.71413], [-0.14986, 0.61778, -2.98396], [0.09530, -0.36151, -4.14636], [-1.13837, -1.09016, -4.63744], [-2.11039, -0.18263, -5.16285], [-3.23322, -0.04955, -4.38240], [-4.10083, -0.85697, -4.35038], [1.01316, -1.43297, -1.20512], [1.77991, -2.50488, -0.45536], [1.38248, -3.82613, -0.65969], [2.06639, -4.88951, -0.09660], [3.17937, -4.66521, 0.70017], [3.61792, -3.36244, 0.88115], [2.93164, -2.30944, 0.30003], [-1.41192, -2.86189, -1.60070], [-2.51176, -3.67235, -0.39467], [-1.29707, -2.84644, 1.41568], [0.91515, -1.04042, 3.79868], [1.80132, -1.75040, 2.51052], [1.33049, 1.19446, 2.15275], [2.15081, -0.09800, 1.40165], [0.77232, 2.73626, -1.07660], [-0.78011, 2.31635, -0.49495], [0.66989, 4.28048, 0.40987], [1.22690, 3.16379, 1.60569], [0.02083, 3.40072, 3.30997], [2.91522, 0.16877, -0.70823], [2.27131, 1.42445, -1.68852], [3.34068, 3.86602, 2.02749], [4.56724, 3.65237, 4.15191], [5.85196, 1.61721, 4.63708], [5.94882, -0.21205, 2.94849], [4.77565, 0.02557, 0.80884], [-1.40928, -0.79124, -1.96690], [-1.49452, 0.77634, -1.35623], [0.75776, 1.19616, -2.84290], [-0.87487, 1.33366, -3.37565], [0.45071, 0.26338, -4.96791], [0.90432, -1.06623, -3.94990], [-0.84547, -1.76042, -5.44486], [-1.58621, -1.73635, -3.87650], [-3.24926, 0.88532, -3.80527], [0.37143, -1.96249, -1.89864], [1.70069, -0.90656, -1.85756], [0.54230, -4.06335, -1.29709], [1.73058, -5.90090, -0.27542], [3.68261, -5.50825, 1.15032], [4.49904, -3.16613, 1.47659], [3.33570, -1.32790, 0.45112], [-4.73339, -5.08884, -2.28043], [-4.78520, -6.60018, -2.12454], [-5.98882, -7.04182, -1.30838], [-3.57814, -7.07429, -1.52151], [-4.64600, -4.61041, -1.29866], [-3.86281, -4.79940, -2.87190], [-5.62712, -4.70037, -2.76823], [-4.82368, -7.06322, -3.11080], [-5.93981, -6.61975, -0.30030], [-6.00564, -8.12675, -1.21158], [-6.92226, -6.71888, -1.77007], [-3.52582, -6.69144, -0.63944], [1.03556, 7.45553, 1.79000], [0.74815, 7.56989, 0.30021], [-0.07313, 8.80862, -0.01477], [0.07185, 6.39619, -0.16027], [0.10089, 7.37337, 2.35173], [1.62765, 6.56139, 1.99783], [1.58184, 8.32419, 2.15783], [1.68800, 7.60303, -0.25222], [-1.03773, 8.76476, 0.49784], [-0.27001, 8.87402, -1.08443], [0.44254, 9.71598, 0.30043], [-0.77114, 6.33590, 0.30707]],
  "e_homo_ev": -12.084,
  "lumo_energy_ev": -3.20,
  "total_charge": 1
}

(4)
{
  "formula": "CH2ClO3S",
  "method": "ωB97M-V/def2-TZVPD",
  "symbols": ["C", "O", "O", "O", "S", "Cl", "H", "H"],
  "xyz": [[0.72418, 0.17249, 0.57855], [-0.64832, -0.75744, -1.32327], [0.63828, -1.09710, 0.96263], [1.33277, 0.40400, -0.52927], [-0.87393, -0.52611, 0.13699], [-2.76544, 0.84301, 0.06208], [0.95688, 1.01903, 1.33192], [0.63559, -0.05786, -1.21963]],
  "e_homo_ev": -4.557,
  "lumo_energy_ev": 4.10,
  "total_charge": -1
}

In kcal/mol, the ΔE to the lowest compared entry with this formula, charge and spin values for the records above are, in order, 19.0 134.8 0.0 29.8.
In eV, the energy values for the records above are, in order, -73119.899 -8830.355 -96415.330 -30569.706.